Here is a cluster of 12 separate species, C44H92N4O20 in total from OMol25. Energies are from wB97M-V/def2-TZVPD.

Energy above the lowest of the compared OMol25 structures with the same formula, charge and spin (kcal/mol): 0.00
Spin multiplicity: 1
Total charge: 0
SMILES: CCOC(C)=O.CCOC(C)=O.CCOC(C)=O.CCOC(C)=O.CCOC(C)=O.CCOC(C)=O.CCOC(C)=O.CCOC(C)=O.CN(C)C=O.CN(C)C=O.CN(C)C=O.CN(C)C=O

CARTESIAN COORDINATES (ANGSTROEM)
C -1.787 -3.909 3.194
O -0.724 -4.172 2.695
N -2.692 -3.017 2.735
C -3.986 -2.912 3.348
C -2.505 -2.385 1.440
H -2.120 -4.391 4.129
H -4.269 -1.914 3.682
H -4.034 -3.472 4.284
H -4.732 -3.285 2.642
H -2.943 -1.385 1.460
H -1.440 -2.327 1.221
H -2.982 -2.917 0.608
C 2.307 4.464 -0.100
O 3.481 4.160 -0.056
N 1.527 4.634 0.996
C 0.087 4.824 0.896
C 2.048 4.317 2.304
H 1.796 4.741 -1.038
H -0.249 4.819 -0.142
H -0.182 5.792 1.321
H -0.442 4.022 1.415
H 1.942 3.252 2.530
H 3.052 4.696 2.452
H 1.425 4.828 3.046
C 1.309 0.464 -3.549
O 2.248 -0.288 -3.729
N 1.353 1.797 -3.766
C 0.202 2.626 -3.539
C 2.538 2.464 -4.238
H 0.335 0.122 -3.166
H -0.081 3.137 -4.466
H 0.390 3.390 -2.780
H -0.654 2.003 -3.280
H 3.358 1.756 -4.316
H 2.405 2.932 -5.216
H 2.825 3.235 -3.519
C -1.541 0.578 3.907
O -1.970 1.711 3.837
N -0.313 0.243 4.313
C 0.283 -1.033 3.991
C 0.616 1.239 4.800
H -2.140 -0.309 3.646
H 0.492 -1.627 4.888
H 1.234 -0.829 3.505
H -0.356 -1.654 3.376
H 1.354 1.447 4.021
H 0.122 2.147 5.129
H 1.122 0.825 5.676
O -1.582 -6.426 -5.111
C -0.528 -6.692 -5.643
O 0.598 -6.009 -5.435
C 0.566 -4.912 -4.533
C 1.930 -4.672 -3.928
C -0.311 -7.982 -6.397
H -0.218 -5.024 -3.781
H 0.239 -4.006 -5.057
H 2.521 -5.552 -3.688
H 1.782 -4.109 -3.002
H 2.529 -4.006 -4.551
H 0.579 -8.525 -6.096
H -0.317 -7.764 -7.470
H -1.178 -8.622 -6.256
O -8.921 1.226 -3.310
C -8.331 2.247 -3.117
O -7.064 2.455 -3.500
C -6.412 1.490 -4.326
C -4.931 1.563 -4.080
C -8.862 3.432 -2.377
H -6.629 1.803 -5.352
H -6.829 0.489 -4.229
H -4.711 1.428 -3.018
H -4.583 2.561 -4.350
H -4.336 0.825 -4.615
H -8.568 4.331 -2.915
H -8.430 3.437 -1.377
H -9.945 3.385 -2.344
O -7.296 -2.677 0.754
C -7.027 -1.591 1.188
O -6.927 -0.496 0.433
C -7.067 -0.652 -0.975
C -5.821 -1.219 -1.588
C -6.713 -1.299 2.631
H -7.104 0.377 -1.345
H -8.017 -1.081 -1.282
H -5.754 -1.320 -2.667
H -5.533 -2.164 -1.114
H -4.965 -0.611 -1.265
H -7.428 -0.537 2.942
H -5.718 -0.865 2.661
H -6.768 -2.211 3.208
O 1.490 -0.606 1.045
C 0.962 -0.767 -0.018
O 0.000 0.050 -0.494
C -0.223 1.291 0.166
C -1.667 1.690 0.118
C 1.309 -1.839 -1.000
H 0.320 2.090 -0.357
H 0.175 1.259 1.180
H -1.807 2.715 0.455
H -2.280 1.047 0.749
H -2.060 1.628 -0.899
H 0.736 -1.751 -1.916
H 1.259 -2.849 -0.604
H 2.348 -1.602 -1.255
O 6.709 0.417 -2.868
C 6.771 1.510 -2.377
O 5.725 2.143 -1.846
C 4.493 1.435 -1.723
C 4.336 0.903 -0.319
C 8.047 2.278 -2.172
H 4.433 0.641 -2.468
H 3.706 2.140 -1.966
H 4.429 1.736 0.381
H 5.138 0.192 -0.107
H 3.359 0.441 -0.199
H 8.168 2.354 -1.092
H 7.934 3.268 -2.616
H 8.883 1.802 -2.667
O 7.150 -5.053 -0.213
C 6.898 -3.915 0.063
O 5.796 -3.554 0.748
C 4.816 -4.541 1.106
C 3.565 -3.799 1.540
C 7.644 -2.690 -0.392
H 5.189 -5.300 1.791
H 4.539 -5.037 0.167
H 3.315 -3.072 0.771
H 3.635 -3.369 2.539
H 2.736 -4.511 1.576
H 7.105 -2.204 -1.206
H 8.655 -2.928 -0.708
H 7.726 -2.006 0.455
O 7.979 -1.693 2.853
C 7.214 -2.076 3.702
O 5.936 -1.702 3.795
C 5.455 -0.807 2.797
C 4.105 -0.280 3.184
C 7.599 -3.022 4.794
H 5.434 -1.297 1.825
H 6.100 0.071 2.694
H 3.389 -1.110 3.230
H 3.744 0.400 2.416
H 4.016 0.145 4.185
H 6.940 -3.885 4.905
H 7.480 -2.515 5.759
H 8.625 -3.366 4.738
O -2.653 6.636 2.468
C -3.849 6.556 2.434
O -4.506 5.402 2.349
C -3.681 4.209 2.354
C -4.520 3.078 1.822
C -4.768 7.746 2.464
H -3.269 4.061 3.350
H -2.855 4.388 1.663
H -5.521 3.013 2.243
H -4.015 2.139 2.043
H -4.627 3.213 0.744
H -4.314 8.428 3.185
H -5.761 7.482 2.812
H -4.768 8.277 1.516

---

Here is a cluster of 13 separate species, C45H100F16N13O32S16 in total from OMol25. Energies are from wB97M-V/def2-TZVPD.

Spin multiplicity: 1
Total charge: -3

CARTESIAN COORDINATES (ANGSTROEM)
C -6.139 -4.079 7.633
C -5.952 -3.720 6.058
C -5.004 -4.827 5.440
N -4.766 -4.669 3.875
C -4.181 -5.925 3.211
C -2.780 -6.146 3.487
C -1.968 -4.840 3.137
C -2.485 -3.597 3.747
C -3.951 -3.451 3.431
C -6.212 -4.479 3.206
H -6.376 -3.279 8.333
H -5.273 -4.596 8.047
H -6.991 -4.759 7.650
H -5.454 -2.753 5.992
H -7.001 -3.731 5.761
H -5.625 -5.718 5.526
H -4.031 -4.952 5.916
H -4.731 -6.790 3.582
H -4.501 -5.842 2.173
H -2.583 -6.302 4.548
H -2.373 -6.893 2.805
H -0.940 -5.073 3.413
H -1.955 -4.774 2.049
H -2.402 -3.546 4.833
H -1.874 -2.739 3.468
H -4.374 -2.642 4.026
H -4.108 -3.280 2.366
H -6.856 -5.319 3.470
H -6.200 -4.298 2.132
H -6.683 -3.578 3.598
C -1.892 2.165 4.296
C -0.537 2.377 5.124
C 0.739 2.293 4.277
N 2.044 3.014 4.688
C 3.194 2.623 3.633
C 4.455 3.435 3.747
C 4.366 4.939 3.883
C 3.210 5.332 4.800
C 1.874 4.516 4.725
C 2.382 2.434 6.066
H -2.620 1.525 4.794
H -1.681 1.767 3.304
H -2.455 3.067 4.059
H -0.491 1.602 5.888
H -0.576 3.380 5.550
H 0.546 2.761 3.312
H 1.022 1.299 3.930
H 2.776 2.934 2.675
H 3.344 1.552 3.502
H 5.236 3.125 3.052
H 4.901 3.124 4.692
H 4.066 5.443 2.964
H 5.325 5.331 4.219
H 2.790 6.312 4.575
H 3.653 5.278 5.794
H 1.352 4.725 3.791
H 1.233 4.752 5.575
H 3.070 3.072 6.622
H 2.522 1.358 5.963
H 1.555 2.454 6.775
C 1.237 -2.757 2.092
C 0.285 -1.647 1.665
C 0.895 -0.759 0.554
N -0.145 0.180 -0.179
C 0.629 1.046 -1.190
C -0.303 1.735 -2.158
C -1.265 0.809 -2.840
C -2.094 0.120 -1.769
C -1.159 -0.767 -1.008
C -0.892 1.049 0.915
H 2.186 -2.444 2.528
H 1.510 -3.285 1.178
H 0.774 -3.509 2.731
H 0.122 -0.934 2.473
H -0.659 -2.085 1.341
H 1.303 -1.377 -0.246
H 1.749 -0.139 0.828
H 1.167 0.248 -1.702
H 1.267 1.693 -0.588
H 0.288 2.240 -2.922
H -0.858 2.455 -1.558
H -0.752 0.111 -3.501
H -1.797 1.475 -3.520
H -2.820 -0.519 -2.273
H -2.668 0.827 -1.170
H -0.578 -1.518 -1.543
H -1.799 -1.309 -0.312
H -1.570 1.678 0.338
H -0.095 1.668 1.327
H -1.297 0.424 1.710
C -9.406 -0.053 -4.046
C -8.533 1.253 -4.010
C -7.131 1.051 -3.393
N -6.285 2.416 -3.343
C -5.942 2.684 -4.860
C -4.936 3.739 -4.966
C -3.674 3.352 -4.256
C -3.885 3.278 -2.728
C -4.959 2.202 -2.443
C -7.082 3.568 -2.680
H -9.518 -0.448 -3.036
H -9.056 -0.880 -4.664
H -10.424 0.197 -4.346
H -9.070 1.983 -3.404
H -8.484 1.515 -5.067
H -6.574 0.227 -3.839
H -7.352 0.846 -2.346
H -5.699 1.715 -5.297
H -6.806 3.043 -5.419
H -4.455 3.637 -5.939
H -5.346 4.739 -4.828
H -3.352 2.330 -4.458
H -2.851 4.033 -4.471
H -3.022 2.958 -2.145
H -4.204 4.238 -2.320
H -4.532 1.218 -2.636
H -5.215 2.163 -1.384
H -7.892 3.944 -3.304
H -6.419 4.405 -2.462
H -7.370 3.192 -1.698
C 3.320 2.378 -3.019
C 4.247 2.135 -4.241
C 5.462 1.246 -3.832
N 6.523 1.125 -4.911
C 7.584 0.054 -4.263
C 8.767 -0.161 -5.265
C 9.445 1.190 -5.539
C 8.509 2.292 -6.056
C 7.163 2.451 -5.282
C 5.913 0.443 -6.190
H 3.665 2.181 -2.004
H 2.374 1.836 -3.017
H 3.138 3.451 -2.966
H 4.542 3.116 -4.614
H 3.654 1.595 -4.979
H 5.243 0.300 -3.337
H 5.924 1.805 -3.018
H 7.874 0.567 -3.347
H 6.956 -0.797 -3.996
H 9.374 -0.928 -4.783
H 8.496 -0.632 -6.210
H 9.782 1.470 -4.540
H 10.355 1.012 -6.113
H 9.020 3.249 -5.945
H 8.307 2.106 -7.111
H 7.323 2.895 -4.300
H 6.359 3.005 -5.767
H 6.737 0.310 -6.891
H 5.061 0.978 -6.610
H 5.585 -0.584 -6.028
N -1.779 -2.359 6.957
S -0.549 -1.732 6.423
O 0.413 -1.260 7.403
O -0.704 -0.941 5.179
F 0.172 -3.047 5.837
S -2.737 -0.946 7.156
O -3.768 -0.610 6.175
O -2.192 0.175 7.882
F -3.521 -1.530 8.422
N 1.029 -1.108 -6.626
S 2.167 -1.765 -7.559
O 1.954 -3.010 -8.320
O 3.579 -1.542 -7.233
F 1.841 -0.727 -8.707
S 1.658 -1.651 -5.144
O 2.334 -0.550 -4.425
O 2.164 -3.009 -5.030
F 0.269 -1.674 -4.483
N 5.214 -5.521 3.012
S 4.196 -6.596 2.657
O 3.584 -7.169 3.837
O 4.504 -7.394 1.468
F 3.141 -5.520 2.125
S 6.689 -6.494 3.052
O 7.539 -6.297 1.838
O 6.639 -7.754 3.780
F 7.477 -5.575 4.092
N 5.475 -2.343 0.129
S 5.359 -0.923 -0.306
O 4.056 -0.325 -0.123
O 6.171 -0.313 -1.352
F 6.082 -0.300 0.939
S 4.819 -2.887 -1.437
O 5.823 -2.907 -2.512
O 3.373 -2.680 -1.710
F 4.823 -4.375 -0.934
N 5.537 -2.086 4.224
S 4.137 -1.226 4.807
O 3.201 -0.690 3.807
O 4.286 -0.432 6.036
F 3.346 -2.489 5.466
S 6.490 -0.938 4.338
O 7.240 -0.911 5.592
O 6.239 0.305 3.692
F 7.552 -1.595 3.326
N -1.507 0.908 -8.276
S -2.219 1.320 -9.817
O -1.886 2.613 -10.336
O -3.481 0.641 -10.193
F -1.219 0.405 -10.664
S -2.375 1.827 -7.525
O -3.646 1.229 -7.245
O -2.240 3.280 -7.512
F -1.558 1.572 -6.164
N -6.109 -0.193 -0.330
S -5.244 -0.471 1.028
O -3.800 -0.604 0.830
O -5.875 -1.111 2.213
F -5.350 1.069 1.655
S -6.924 -1.431 -0.319
O -8.164 -1.277 0.396
O -6.198 -2.683 -0.087
F -7.359 -1.494 -1.931
N 0.933 3.854 0.879
S 2.094 4.716 0.128
O 2.850 5.632 0.950
O 1.932 4.992 -1.260
F 3.148 3.489 0.106
S -0.255 4.854 0.702
O -1.125 4.646 -0.509
O -0.121 6.206 1.328
F -1.145 3.997 1.780

---

HOMO-LUMO gap across the listed records, respectively: 9.655 6.267 eV.
E_tot across the listed records, respectively: -3455.6462 -12862.5714 Eh.